{
  "formula": "C2H3N3S",
  "method": "wB97M-V/def2-TZVPD",
  "e_homo_ev": -9.27,
  "orbital_gap_ev": 8.57,
  "de_lowest_ev": 3.949,
  "total_energy_ha": -640.314606,
  "symbols": ["S", "N", "N", "N", "C", "C", "H", "H", "H"],
  "xyz": [[0.614, 0.683, -3.356], [0.651, -0.089, -0.684], [-2.931, 1.142, -1.843], [-0.189, -0.235, 0.383], [0.161, 0.287, -1.881], [-1.876, 0.709, -1.596], [1.618, -0.526, -0.618], [-1.144, 0.169, 0.095], [-0.102, -1.208, 0.814]],
  "nbo_charge": [0.128, -0.432, -0.401, -0.662, 0.114, 0.017, 0.443, 0.414, 0.378]
}